No. 1
This record from the Open Molecules 2025 dataset describes a 17-piece molecular cluster, C36H110N4O27 overall. The level of theory is ωB97M-V/def2-TZVPD.

CARTESIAN COORDINATES (ANGSTROEM)
C (-1.89, 9.30, -1.07)
O (-2.49, 8.05, -0.98)
C (-2.22, 7.17, -2.09)
C (-3.46, 6.24, -2.22)
N (-3.93, 5.76, -0.87)
C (-2.93, 4.73, -0.35)
C (-2.82, 3.34, -1.10)
O (-2.16, 3.47, -2.35)
C (-2.02, 2.15, -2.96)
H (-2.21, 10.07, -0.36)
H (-1.92, 9.76, -2.06)
H (-0.82, 9.11, -1.02)
H (-1.28, 6.63, -2.01)
H (-2.20, 7.71, -3.04)
H (-3.26, 5.42, -2.91)
H (-4.31, 6.79, -2.63)
H (-3.80, 6.64, -0.40)
H (-3.27, 4.41, 0.63)
H (-1.98, 5.22, -0.17)
H (-3.75, 2.77, -1.08)
H (-2.23, 2.76, -0.38)
H (-1.31, 2.15, -3.79)
H (-2.96, 1.88, -3.45)
H (-1.86, 1.41, -2.17)
C (0.65, -6.13, 1.85)
O (0.76, -5.44, 3.06)
C (-0.15, -4.33, 3.09)
C (-0.35, -3.85, 4.55)
N (0.89, -3.16, 4.91)
C (1.20, -3.20, 6.33)
C (2.61, -2.70, 6.67)
O (2.67, -1.28, 6.71)
C (2.47, -0.69, 5.45)
H (-0.35, -6.40, 1.50)
H (1.16, -7.09, 1.91)
H (1.07, -5.53, 1.04)
H (-1.16, -4.66, 2.84)
H (0.23, -3.52, 2.47)
H (-0.50, -4.71, 5.21)
H (-1.19, -3.18, 4.69)
H (1.67, -3.61, 4.44)
H (1.18, -4.25, 6.60)
H (0.40, -2.68, 6.86)
H (3.32, -3.03, 5.91)
H (2.91, -3.15, 7.61)
H (2.20, 0.35, 5.66)
H (1.65, -1.01, 4.82)
H (3.41, -0.71, 4.89)
C (8.86, -0.36, 2.34)
O (8.74, -1.03, 1.09)
C (7.44, -1.36, 0.63)
C (7.48, -2.23, -0.63)
N (7.84, -1.37, -1.78)
C (8.55, -1.99, -2.93)
C (8.74, -0.94, -4.04)
O (7.57, -0.50, -4.62)
C (7.65, 0.32, -5.75)
H (8.28, -0.85, 3.12)
H (8.48, 0.64, 2.17)
H (9.94, -0.32, 2.49)
H (6.87, -0.43, 0.52)
H (6.97, -1.87, 1.47)
H (6.47, -2.62, -0.79)
H (8.10, -3.12, -0.53)
H (6.95, -1.07, -2.15)
H (7.90, -2.78, -3.32)
H (9.45, -2.49, -2.59)
H (9.34, -1.41, -4.81)
H (9.37, -0.10, -3.73)
H (7.92, -0.28, -6.62)
H (8.30, 1.20, -5.70)
H (6.68, 0.80, -5.89)
C (-4.34, -0.24, -0.60)
O (-3.26, -0.56, -1.42)
C (-2.25, -1.46, -0.88)
C (-1.39, -0.86, 0.22)
N (-0.32, -0.07, -0.34)
C (0.88, 0.12, 0.50)
C (1.76, -1.16, 0.52)
O (2.80, -1.02, 1.41)
C (3.70, -2.16, 1.42)
H (-5.14, 0.25, -1.16)
H (-4.04, 0.26, 0.31)
H (-4.80, -1.18, -0.28)
H (-1.67, -1.75, -1.75)
H (-2.70, -2.41, -0.59)
H (-1.06, -1.69, 0.84)
H (-1.90, -0.19, 0.91)
H (-0.64, 0.87, -0.51)
H (0.53, 0.45, 1.47)
H (1.51, 0.92, 0.10)
H (2.19, -1.28, -0.48)
H (1.18, -2.02, 0.85)
H (3.06, -3.02, 1.63)
H (4.31, -2.13, 2.32)
H (4.32, -2.47, 0.59)
O (-8.24, -0.16, -1.49)
H (-8.92, 0.03, -0.83)
H (-7.74, -0.88, -1.11)
O (3.66, 1.28, 2.17)
H (3.40, 0.36, 2.14)
H (4.31, 1.37, 1.48)
O (-7.18, -2.84, -0.29)
H (-7.23, -2.16, 0.39)
H (-6.72, -3.57, 0.13)
O (-1.61, 2.49, 2.61)
H (-1.59, 3.12, 3.33)
H (-2.19, 1.79, 2.92)
O (-2.80, -1.08, -4.18)
H (-2.93, -0.69, -3.32)
H (-3.66, -1.42, -4.43)
O (0.65, -0.66, -3.16)
H (0.84, 0.27, -3.27)
H (0.47, -0.76, -2.22)
O (-2.96, -4.96, 0.81)
H (-3.54, -5.12, 0.06)
H (-2.11, -5.27, 0.52)
C (1.96, 4.49, 2.49)
C (0.65, 4.69, 1.73)
O (0.24, 3.48, 1.03)
O (1.89, 3.27, 3.21)
H (2.17, 5.35, 3.13)
H (2.71, 4.36, 1.71)
H (0.86, 5.46, 0.98)
H (-0.17, 5.07, 2.34)
H (-0.28, 2.96, 1.65)
H (2.32, 2.59, 2.69)
C (-4.62, -2.30, 2.36)
C (-5.16, -3.12, 3.62)
O (-5.25, -4.54, 3.45)
O (-3.22, -2.50, 2.14)
H (-4.71, -1.23, 2.54)
H (-5.26, -2.55, 1.51)
H (-6.11, -2.71, 3.95)
H (-4.50, -2.91, 4.46)
H (-5.91, -4.86, 4.07)
H (-3.15, -3.32, 1.64)
C (1.77, -4.25, -2.95)
C (2.61, -4.33, -1.66)
O (2.57, -5.61, -1.08)
O (0.33, -4.49, -2.79)
H (2.22, -4.92, -3.68)
H (1.89, -3.30, -3.49)
H (2.25, -3.53, -1.02)
H (3.58, -3.91, -1.91)
H (3.18, -5.54, -0.35)
H (-0.15, -4.10, -3.52)
C (-5.66, 3.36, -4.07)
C (-6.32, 2.20, -3.29)
O (-7.61, 1.86, -3.69)
O (-6.21, 4.57, -3.59)
H (-5.86, 3.27, -5.14)
H (-4.58, 3.45, -3.98)
H (-6.30, 2.35, -2.21)
H (-5.72, 1.33, -3.54)
H (-7.95, 1.29, -3.00)
H (-5.88, 5.22, -4.21)
C (4.56, -1.65, -4.15)
C (4.19, -1.03, -2.78)
O (5.30, -0.19, -2.43)
O (4.61, -0.62, -5.20)
H (3.72, -2.34, -4.25)
H (5.48, -2.23, -4.21)
H (3.98, -1.77, -2.02)
H (3.25, -0.49, -2.69)
H (5.43, 0.33, -3.23)
H (5.53, -0.52, -5.45)
C (-6.81, 2.44, 1.34)
C (-5.98, 3.59, 1.95)
O (-5.67, 3.31, 3.33)
O (-8.03, 2.12, 1.94)
H (-6.23, 1.52, 1.35)
H (-7.04, 2.69, 0.30)
H (-6.52, 4.53, 1.82)
H (-5.09, 3.77, 1.33)
H (-5.02, 3.97, 3.58)
H (-8.44, 2.85, 2.41)

Properties
HOMO-LUMO gap (alpha / beta) in eV: 1.609 / 8.517
Multiplicity: 2
Charge: -1

Löwdin atomic charge list, values in e, 8 entries:
1. C -0.133
2. O -0.207
3. C -0.183
4. C -0.188
5. N -0.032
6. C -0.154
7. C -0.201
8. O -0.195

No. 2
This record from the Open Molecules 2025 dataset describes C36H19Cl2N8O3RuS5Se as an isolated structure. The level of theory is ωB97M-V/def2-TZVPD.

CARTESIAN COORDINATES (ANGSTROEM)
Ru (-0.72, -0.28, 0.91)
Se (6.56, -0.05, 3.27)
N (5.01, 0.07, 4.12)
C (4.08, 0.03, 3.21)
C (2.66, 0.14, 3.52)
C (2.18, 0.42, 4.80)
C (0.84, 0.59, 4.99)
C (-0.01, 0.43, 3.91)
N (0.42, 0.11, 2.70)
C (1.76, 0.03, 2.48)
C (2.22, -0.07, 1.06)
N (1.29, -0.02, 0.09)
C (1.66, 0.00, -1.18)
C (2.99, -0.08, -1.57)
C (3.95, -0.16, -0.60)
C (3.57, -0.12, 0.75)
C (4.53, -0.09, 1.85)
N (5.82, -0.16, 1.66)
H (2.89, 0.54, 5.62)
H (0.44, 0.85, 5.96)
H (-1.07, 0.59, 4.02)
H (0.86, 0.08, -1.91)
H (3.25, -0.08, -2.62)
H (5.00, -0.22, -0.84)
Cl (-3.89, 0.04, -2.95)
C (-4.28, -0.38, -1.33)
C (-5.62, -0.52, -0.95)
C (-5.96, -0.87, 0.32)
Cl (-7.63, -1.04, 0.75)
C (-4.95, -1.10, 1.29)
C (-5.19, -1.50, 2.61)
C (-4.13, -1.74, 3.44)
C (-2.82, -1.55, 2.97)
N (-2.56, -1.10, 1.76)
C (-3.61, -0.91, 0.89)
C (-3.25, -0.56, -0.44)
O (-1.98, -0.45, -0.76)
H (-6.41, -0.36, -1.67)
H (-6.20, -1.64, 2.96)
H (-4.28, -2.09, 4.45)
H (-1.96, -1.77, 3.59)
O (2.94, 2.96, 2.31)
S (1.80, 3.84, 2.47)
O (1.76, 4.69, 3.62)
N (0.42, 2.92, 2.37)
C (-0.18, 3.10, 1.23)
S (-1.56, 2.22, 0.67)
C (0.45, 4.14, 0.34)
C (0.08, 4.53, -0.93)
C (0.84, 5.51, -1.57)
C (1.94, 6.09, -0.93)
C (2.31, 5.69, 0.35)
C (1.55, 4.71, 0.95)
H (-0.78, 4.07, -1.41)
H (0.58, 5.82, -2.57)
H (2.52, 6.85, -1.44)
H (3.17, 6.12, 0.84)
S (-3.35, -3.98, -3.17)
C (-2.00, -3.69, -2.25)
S (-2.01, -3.75, -0.53)
C (-0.35, -3.15, -0.44)
N (0.17, -3.00, -1.61)
N (-0.73, -3.32, -2.63)
C (-0.22, -3.24, -3.97)
C (-0.61, -4.14, -4.95)
C (-0.07, -4.03, -6.23)
C (0.86, -3.04, -6.52)
C (1.27, -2.16, -5.52)
C (0.73, -2.27, -4.25)
S (0.38, -2.90, 1.10)
H (-1.32, -4.91, -4.73)
H (-0.38, -4.72, -7.00)
H (1.27, -2.96, -7.52)
H (1.99, -1.39, -5.74)
H (1.06, -1.61, -3.45)

Properties
HOMO-LUMO gap (alpha / beta) in eV: 6.287 / 5.286
Multiplicity: 6

natural (NBO) atomic charge list, values in e, 8 entries:
1. Ru 1.554
2. Se 0.945
3. N -0.591
4. C 0.129
5. C -0.094
6. C -0.084
7. C -0.241
8. C 0.115

No. 3
This record from the Open Molecules 2025 dataset describes a 3-piece molecular cluster, C36H19IN2O4S overall. The level of theory is ωB97M-V/def2-TZVPD.

CARTESIAN COORDINATES (ANGSTROEM)
O (0.28, 1.28, 1.25)
C (1.02, 1.65, 0.35)
C (0.57, 2.66, -0.62)
C (-0.71, 3.22, -0.50)
C (-1.13, 4.21, -1.40)
C (-0.27, 4.64, -2.41)
C (1.00, 4.08, -2.54)
C (1.42, 3.08, -1.65)
C (2.75, 2.48, -1.81)
O (3.48, 2.81, -2.74)
C (3.21, 1.48, -0.82)
C (4.49, 0.93, -0.94)
C (4.95, 0.01, 0.01)
C (4.13, -0.36, 1.07)
C (2.84, 0.18, 1.18)
C (2.38, 1.10, 0.23)
H (-1.38, 2.89, 0.29)
H (-2.12, 4.64, -1.30)
H (-0.59, 5.42, -3.10)
H (1.66, 4.42, -3.33)
H (5.14, 1.21, -1.77)
H (5.95, -0.42, -0.09)
H (4.49, -1.07, 1.81)
H (2.21, -0.12, 2.02)
O (-2.26, 1.97, -4.15)
C (-2.75, 0.86, -4.31)
C (-2.64, -0.17, -3.26)
C (-1.98, 0.14, -2.06)
C (-1.91, -0.82, -1.04)
C (-2.49, -2.07, -1.22)
C (-3.13, -2.38, -2.42)
C (-3.20, -1.43, -3.44)
C (-3.87, -1.77, -4.71)
O (-4.31, -2.90, -4.90)
C (-4.00, -0.74, -5.76)
C (-4.66, -1.04, -6.96)
C (-4.81, -0.06, -7.94)
C (-4.31, 1.22, -7.72)
C (-3.64, 1.53, -6.54)
C (-3.48, 0.54, -5.55)
H (-1.53, 1.12, -1.91)
H (-1.40, -0.58, -0.11)
H (-2.44, -2.81, -0.42)
H (-3.58, -3.37, -2.55)
H (-5.05, -2.04, -7.13)
H (-5.33, -0.30, -8.86)
H (-4.44, 1.99, -8.48)
H (-3.25, 2.53, -6.38)
C (-1.77, -2.85, 9.45)
C (-0.42, -2.46, 9.18)
C (1.18, -2.50, 8.71)
C (1.48, -2.28, 7.09)
C (3.02, -2.33, 6.45)
I (3.39, -2.07, 4.29)
C (4.23, -2.62, 7.57)
N (5.71, -2.71, 7.17)
S (6.49, -2.96, 8.73)
N (5.22, -3.03, 9.97)
C (3.93, -2.83, 9.20)
C (2.39, -2.78, 9.82)
H (-2.82, -3.38, 9.63)
H (0.55, -2.11, 6.37)
H (2.15, -2.92, 10.98)

Properties
SMILES string: O=C1c2ccccc2C(=O)c2ccccc21.O=C1c2ccccc2C(=O)c2ccccc21.C#Cc1cc(I)c2nsnc2c1
HOMO-LUMO gap in eV: 6.627

natural (NBO) atomic charge list, values in e, 8 entries:
1. O -0.552
2. C 0.612
3. C -0.182
4. C -0.111
5. C -0.201
6. C -0.177
7. C -0.156
8. C -0.118

No. 4
This record from the Open Molecules 2025 dataset describes C36H22BiCl2N7O2 as an isolated structure. The level of theory is ωB97M-V/def2-TZVPD.

CARTESIAN COORDINATES (ANGSTROEM)
Bi (0.37, -0.33, -0.64)
Cl (2.50, -2.81, 5.44)
C (2.53, -2.52, 3.73)
C (1.96, -1.35, 3.25)
C (1.95, -1.10, 1.89)
N (1.37, 0.05, 1.30)
C (1.35, 1.25, 1.92)
O (1.63, 1.50, 3.08)
C (0.98, 2.40, 1.01)
C (0.91, 3.68, 1.53)
C (0.62, 4.73, 0.68)
C (0.42, 4.47, -0.67)
C (0.51, 3.16, -1.11)
N (0.78, 2.15, -0.29)
C (2.49, -2.04, 0.98)
C (3.07, -3.20, 1.48)
C (3.09, -3.43, 2.85)
Cl (3.80, -4.91, 3.43)
N (2.33, -1.71, -0.37)
C (2.85, -2.44, -1.37)
O (3.43, -3.52, -1.30)
C (2.71, -1.80, -2.75)
C (3.16, -2.53, -3.85)
C (3.09, -1.96, -5.11)
C (2.58, -0.67, -5.23)
C (2.15, -0.03, -4.09)
N (2.22, -0.57, -2.87)
H (1.54, -0.63, 3.94)
H (1.08, 3.81, 2.59)
H (0.55, 5.74, 1.06)
H (0.19, 5.26, -1.37)
H (0.34, 2.91, -2.15)
H (3.50, -3.92, 0.81)
H (3.55, -3.52, -3.68)
H (3.43, -2.50, -5.98)
H (2.51, -0.18, -6.19)
H (1.74, 0.98, -4.14)
C (-0.42, -4.34, 1.58)
C (-0.08, -3.38, 0.62)
N (-0.58, -2.16, 0.62)
C (-1.50, -1.80, 1.56)
C (-1.92, -2.72, 2.55)
C (-1.32, -4.00, 2.55)
C (-2.92, -2.35, 3.47)
C (-3.50, -1.12, 3.34)
C (-3.09, -0.20, 2.37)
C (-2.07, -0.48, 1.48)
N (-1.59, 0.32, 0.46)
C (-2.15, 1.55, 0.16)
C (-2.50, 2.52, 1.09)
C (-3.07, 3.75, 0.70)
C (-3.27, 4.05, -0.61)
C (-2.87, 3.13, -1.60)
C (-2.97, 3.41, -2.99)
C (-2.50, 2.51, -3.90)
C (-1.92, 1.32, -3.42)
N (-1.82, 1.02, -2.15)
C (-2.29, 1.89, -1.23)
H (0.05, -5.31, 1.55)
H (0.65, -3.61, -0.15)
H (-1.61, -4.70, 3.32)
H (-3.23, -3.05, 4.23)
H (-4.30, -0.83, 4.02)
H (-3.62, 0.74, 2.31)
H (-2.31, 2.33, 2.14)
H (-3.34, 4.46, 1.47)
H (-3.72, 4.99, -0.91)
H (-3.42, 4.34, -3.30)
H (-2.56, 2.69, -4.96)
H (-1.52, 0.59, -4.13)

Properties
HOMO-LUMO gap in eV: 6.986

natural (NBO) atomic charge list, values in e, 8 entries:
1. Bi 1.953
2. Cl 0.012
3. C -0.081
4. C -0.230
5. C 0.101
6. N -0.774
7. C 0.629
8. O -0.618

No. 5
This record from the Open Molecules 2025 dataset describes C36H23F9MnN4O4PSe as an isolated structure. The level of theory is ωB97M-V/def2-TZVPD.

CARTESIAN COORDINATES (ANGSTROEM)
Mn (-0.61, 2.62, 0.29)
O (3.55, 1.84, -2.94)
C (2.51, 1.89, -3.78)
C (2.75, 1.77, -5.15)
C (1.71, 1.81, -6.06)
C (0.40, 1.97, -5.62)
C (0.14, 2.09, -4.27)
C (1.18, 2.05, -3.34)
C (0.84, 2.15, -1.93)
O (-0.38, 2.33, -1.57)
N (1.78, 2.00, -0.98)
N (1.21, 2.13, 0.22)
C (1.85, 1.91, 1.35)
C (1.02, 1.95, 2.50)
C (1.46, 1.71, 3.81)
C (0.57, 1.78, 4.85)
C (-0.76, 2.13, 4.58)
C (-1.14, 2.34, 3.28)
N (-0.30, 2.23, 2.24)
H (3.24, 1.96, -2.02)
H (3.77, 1.65, -5.47)
H (1.91, 1.71, -7.11)
H (-0.41, 1.99, -6.33)
H (-0.87, 2.24, -3.91)
H (2.91, 1.71, 1.39)
H (2.50, 1.48, 3.97)
H (0.90, 1.60, 5.86)
H (-1.47, 2.23, 5.38)
H (-2.16, 2.62, 3.03)
O (1.41, 4.75, 1.67)
C (0.57, 5.21, 0.92)
O (-0.37, 4.58, 0.36)
H (0.58, 6.30, 0.66)
Se (-5.28, 2.51, 0.09)
C (-3.58, 2.63, 0.18)
N (-2.40, 2.66, 0.28)
F (-5.17, -4.24, 3.25)
C (-5.42, -3.47, 2.18)
F (-5.87, -4.30, 1.22)
F (-6.44, -2.67, 2.50)
C (-4.19, -2.72, 1.74)
C (-3.08, -3.44, 1.30)
C (-1.95, -2.78, 0.88)
C (-1.91, -1.38, 0.91)
C (-3.01, -0.67, 1.36)
C (-4.16, -1.33, 1.78)
P (-0.45, -0.42, 0.34)
C (0.86, -1.15, 1.37)
C (0.57, -1.48, 2.69)
C (1.58, -1.84, 3.55)
C (2.89, -1.88, 3.10)
C (3.20, -1.56, 1.78)
C (2.18, -1.18, 0.92)
C (3.99, -2.15, 4.09)
F (5.13, -2.56, 3.53)
F (3.66, -3.06, 5.01)
F (4.29, -1.02, 4.77)
C (-0.24, -1.17, -1.31)
C (-1.03, -0.60, -2.31)
C (-0.95, -1.06, -3.61)
C (-0.07, -2.09, -3.92)
C (0.70, -2.69, -2.93)
C (0.61, -2.23, -1.62)
C (0.08, -2.53, -5.35)
F (1.06, -1.84, -5.97)
F (0.42, -3.83, -5.46)
F (-1.03, -2.35, -6.07)
H (-3.12, -4.52, 1.29)
H (-1.09, -3.34, 0.54)
H (-2.97, 0.41, 1.38)
H (-5.01, -0.78, 2.12)
H (-0.44, -1.43, 3.05)
H (1.37, -2.09, 4.58)
H (4.22, -1.58, 1.44)
H (2.42, -0.88, -0.09)
H (-1.69, 0.21, -2.05)
H (-1.55, -0.61, -4.39)
H (1.36, -3.50, -3.17)
H (1.21, -2.70, -0.86)

Properties
HOMO-LUMO gap (alpha / beta) in eV: 6.841 / 6.668
Multiplicity: 5

Löwdin atomic charge list, values in e, 8 entries:
1. Mn 0.828
2. O 0.072
3. C -0.256
4. C -0.003
5. C -0.063
6. C -0.083
7. C -0.025
8. C -0.077

Number 1: E_tot -100347.338 eV, largest force on an atom 2.7 eV Å⁻¹. Number 2: E_tot -202852.296 eV, largest force on an atom 1.8 eV Å⁻¹. Number 3: E_tot -67732.966 eV, largest force on an atom 9.9 eV Å⁻¹. Number 4: E_tot -83102.612 eV, largest force on an atom 0.2 eV Å⁻¹. Number 5: E_tot -182272.308 eV, largest force on an atom 3.0 eV Å⁻¹.